[1]
{
  "formula": "C43H87BBr24F4O4Si2",
  "method": "wB97M-V/def2-TZVPD",
  "homo_energy_ev": -9.18,
  "gap_ha": 0.3334,
  "e_lumo_ev": -0.1,
  "symbols": ["C", "C", "B", "O", "Si", "C", "C", "C", "C", "C", "C", "C", "C", "C", "C", "C", "O", "C", "C", "C", "O", "F", "O", "Si", "C", "C", "C", "F", "F", "F", "H", "H", "H", "H", "H", "H", "H", "H", "H", "H", "H", "H", "H", "H", "H", "H", "H", "H", "H", "H", "H", "H", "H", "H", "H", "H", "H", "H", "H", "H", "H", "H", "H", "H", "H", "H", "H", "H", "H", "Br", "C", "C", "Br", "H", "H", "H", "H", "Br", "C", "C", "Br", "H", "H", "H", "H", "Br", "C", "C", "Br", "H", "H", "H", "H", "Br", "C", "C", "Br", "H", "H", "H", "H", "Br", "C", "C", "Br", "H", "H", "H", "H", "Br", "C", "C", "Br", "H", "H", "H", "H", "Br", "C", "C", "Br", "H", "H", "H", "H", "Br", "C", "C", "Br", "H", "H", "H", "H", "Br", "C", "C", "Br", "H", "H", "H", "H", "Br", "C", "C", "Br", "H", "H", "H", "H", "Br", "C", "C", "Br", "H", "H", "H", "H", "Br", "C", "C", "Br", "H", "H", "H", "H"],
  "positions_angstrom": [[5.19, -1.60, 3.44], [4.35, -2.06, 2.20], [3.19, -1.05, 1.78], [3.12, 0.24, 2.35], [1.78, -1.59, 0.46], [0.15, -1.63, 1.46], [-0.37, -0.20, 1.80], [-1.54, 0.29, 0.90], [-2.71, -0.73, 0.71], [-4.03, 0.07, 0.39], [-5.32, -0.72, 0.79], [-6.18, -1.13, -0.47], [-7.54, -0.38, -0.41], [-8.69, -1.11, -1.20], [-9.24, -2.28, -0.32], [-10.73, -2.65, -0.66], [-11.52, -2.58, 0.53], [-11.26, -3.67, 1.41], [1.66, -0.27, -0.91], [0.50, -0.43, -1.90], [0.45, 0.28, -2.81], [-0.45, -1.38, -1.74], [2.04, -3.18, -0.10], [2.83, -3.29, -1.59], [4.71, -3.02, -1.50], [5.18, -1.52, -1.57], [5.17, -0.91, -2.96], [3.95, -0.72, -3.49], [5.71, 0.35, -2.85], [5.90, -1.56, -3.86], [4.62, -0.94, 4.11], [6.15, -1.14, 3.17], [5.44, -2.51, 4.03], [5.04, -2.27, 1.36], [3.88, -3.03, 2.46], [3.97, 0.67, 2.15], [0.43, -2.11, 2.43], [-0.60, -2.30, 1.01], [0.44, 0.56, 1.72], [-0.71, -0.15, 2.85], [-1.93, 1.22, 1.37], [-1.22, 0.60, -0.12], [-2.81, -1.44, 1.54], [-2.47, -1.30, -0.22], [-4.00, 0.98, 1.01], [-3.99, 0.33, -0.68], [-5.04, -1.59, 1.40], [-5.93, -0.05, 1.42], [-6.30, -2.23, -0.43], [-5.66, -0.79, -1.38], [-7.40, 0.63, -0.85], [-7.91, -0.25, 0.63], [-8.29, -1.52, -2.14], [-9.57, -0.42, -1.40], [-9.16, -2.02, 0.75], [-8.64, -3.19, -0.53], [-11.16, -1.97, -1.41], [-10.78, -3.69, -1.04], [-10.55, -4.40, 0.98], [-10.81, -3.27, 2.34], [-12.20, -4.19, 1.69], [2.63, -0.15, -1.43], [1.47, 0.69, -0.40], [2.29, -2.36, -2.60], [2.59, -4.65, -2.10], [5.13, -3.53, -2.40], [5.15, -3.55, -0.64], [4.62, -0.90, -0.85], [6.23, -1.50, -1.25], [3.47, 1.74, 8.81], [4.05, 1.73, 6.95], [2.92, 1.40, 6.02], [2.50, -0.50, 6.04], [4.88, 1.02, 6.88], [4.42, 2.73, 6.76], [3.19, 1.61, 4.99], [2.00, 1.92, 6.26], [9.63, 3.13, -3.32], [8.10, 2.42, -4.30], [8.51, 1.87, -5.64], [8.85, 3.28, -6.94], [7.37, 3.22, -4.37], [7.71, 1.63, -3.66], [7.71, 1.27, -6.07], [9.42, 1.27, -5.58], [1.76, -2.11, -5.84], [2.96, -0.74, -6.52], [2.90, -0.65, -8.03], [3.87, -2.12, -8.87], [3.96, -0.97, -6.15], [2.62, 0.19, -6.07], [3.39, 0.26, -8.38], [1.88, -0.68, -8.41], [8.84, -2.44, -0.59], [9.96, -1.01, -1.31], [9.86, -0.93, -2.81], [10.89, -2.35, -3.66], [10.97, -1.20, -0.95], [9.58, -0.10, -0.85], [10.30, 0.00, -3.17], [8.84, -1.02, -3.18], [2.30, 2.35, -4.52], [1.27, 3.80, -5.32], [0.28, 3.28, -6.32], [1.15, 2.79, -8.00], [1.99, 4.50, -5.74], [0.75, 4.27, -4.48], [-0.44, 4.05, -6.59], [-0.25, 2.40, -5.98], [6.68, 6.96, -2.94], [7.28, 6.91, -4.80], [6.14, 6.62, -5.73], [5.66, 4.73, -5.69], [8.08, 6.17, -4.85], [7.69, 7.90, -4.99], [6.43, 6.82, -6.76], [5.24, 7.18, -5.50], [7.23, 3.61, 10.71], [5.92, 3.51, 12.14], [4.57, 4.00, 11.69], [4.51, 5.94, 11.60], [6.32, 4.07, 12.98], [5.87, 2.45, 12.41], [3.80, 3.72, 12.41], [4.28, 3.63, 10.71], [-5.40, -1.13, 3.88], [-5.84, 0.31, 5.11], [-7.13, 0.99, 4.73], [-6.89, 2.17, 3.20], [-4.99, 0.99, 5.12], [-5.93, -0.16, 6.09], [-7.48, 1.63, 5.54], [-7.91, 0.28, 4.46], [-1.83, 2.38, -2.71], [-2.70, 0.75, -3.34], [-3.87, 1.06, -4.23], [-5.42, 1.66, -3.21], [-2.97, 0.19, -2.45], [-1.92, 0.22, -3.88], [-4.19, 0.17, -4.75], [-3.65, 1.84, -4.96], [-10.34, 2.81, -1.44], [-9.61, 2.77, -3.24], [-10.67, 2.42, -4.25], [-11.07, 0.51, -4.22], [-8.78, 2.07, -3.24], [-9.23, 3.78, -3.42], [-10.33, 2.62, -5.26], [-11.61, 2.94, -4.08], [-1.36, -0.69, 5.24], [-1.47, -2.38, 6.21], [-2.89, -2.83, 6.41], [-3.76, -1.81, 7.82], [-0.93, -2.24, 7.14], [-0.93, -3.09, 5.59], [-2.92, -3.86, 6.74], [-3.50, -2.72, 5.52], [0.05, -4.07, 3.34], [-0.86, -5.68, 2.71], [-2.04, -5.32, 1.84], [-3.54, -4.71, 2.91], [-1.13, -6.26, 3.59], [-0.11, -6.23, 2.14], [-2.40, -6.20, 1.31], [-1.81, -4.54, 1.12]]
}

[2]
{
  "formula": "C8H7F5N2OS2SbSe4Tc",
  "method": "wB97M-V/def2-TZVPD",
  "homo_energy_ev": [-14.46, -14.46],
  "gap_ha": [0.1990, 0.1990],
  "e_lumo_ev": [-9.0, -9.0],
  "e_above_lowest_kcal_mol": 8.37,
  "charge": 2,
  "symbols": ["Tc", "F", "C", "C", "F", "C", "F", "C", "S", "C", "F", "C", "F", "Se", "Sb", "Se", "Se", "Se", "N", "C", "N", "S", "H", "H", "H", "H", "C", "O", "H", "H", "H"],
  "positions_angstrom": [[0.70, -1.69, -0.34], [-5.11, 1.81, 0.25], [-4.25, 0.86, -0.03], [-2.93, 0.99, 0.35], [-2.52, 2.07, 1.00], [-2.07, -0.02, 0.03], [-0.77, 0.10, 0.42], [-2.43, -1.14, -0.67], [-1.24, -2.31, -1.22], [-3.77, -1.26, -1.02], [-4.18, -2.33, -1.68], [-4.68, -0.27, -0.70], [-5.95, -0.40, -1.03], [4.04, -4.67, 2.29], [4.06, -2.59, 1.35], [2.08, -0.02, -1.28], [1.64, -3.41, -1.61], [3.82, -3.45, -1.41], [2.42, 4.15, -0.09], [2.33, 3.01, -0.74], [2.61, 2.93, -2.03], [1.82, 1.64, 0.21], [2.70, 5.01, -0.55], [2.22, 4.21, 0.89], [2.88, 3.74, -2.56], [2.53, 2.06, -2.52], [0.78, -1.78, 2.60], [1.38, -2.27, 1.34], [0.21, -2.59, 3.05], [0.12, -0.93, 2.41], [1.56, -1.46, 3.29]]
}

[3]
{
  "formula": "C10H21ClSi",
  "method": "wB97M-V/def2-TZVPD",
  "homo_energy_ev": -7.66,
  "gap_ha": 0.3007,
  "e_lumo_ev": 0.5,
  "e_above_lowest_kcal_mol": 136.77,
  "symbols": ["C", "C", "C", "C", "C", "C", "C", "C", "C", "C", "Si", "Cl", "H", "H", "H", "H", "H", "H", "H", "H", "H", "H", "H", "H", "H", "H", "H", "H", "H", "H", "H", "H", "H"],
  "positions_angstrom": [[-1.05, 2.66, -1.34], [-0.92, 2.24, 0.12], [2.57, -0.63, 0.61], [-4.23, -0.46, 0.21], [-0.66, -2.18, 0.58], [3.78, -0.81, -0.26], [-3.09, -1.33, 0.83], [4.15, 0.52, -1.03], [3.38, 1.55, -1.08], [-1.72, -1.13, 0.15], [-1.09, 0.56, 0.76], [-0.01, 3.42, 1.06], [-0.08, 2.70, -1.81], [-1.71, 1.79, -1.69], [2.21, -1.37, 1.31], [2.61, 0.27, 1.27], [1.65, -0.67, -0.11], [-4.14, -0.57, -0.94], [-3.97, 0.59, 0.52], [-5.18, -0.88, 0.71], [-0.36, -1.80, 1.58], [-1.24, -3.14, 0.47], [0.18, -2.36, -0.11], [3.72, -1.49, -1.05], [4.67, -1.04, 0.38], [-3.05, -1.05, 1.95], [-3.53, -2.33, 0.83], [-1.51, 3.58, -1.29], [5.05, 0.44, -1.66], [2.49, 1.55, -0.47], [3.70, 2.42, -1.69], [-1.97, -1.21, -0.89], [-0.62, 0.18, 2.06]]
}

[4]
{
  "formula": "C28H29CrN11O6S2",
  "method": "wB97M-V/def2-TZVPD",
  "spin_multiplicity": 4,
  "homo_energy_ev": [-6.14, -6.17],
  "gap_ha": [0.2826, 0.2790],
  "e_lumo_ev": [1.6, 1.4],
  "s2": 3.7706,
  "e_above_lowest_kcal_mol": 0.00,
  "charge": -1,
  "symbols": ["Cr", "O", "S", "O", "O", "C", "C", "C", "C", "C", "C", "S", "O", "O", "O", "H", "H", "H", "H", "C", "C", "C", "C", "C", "C", "C", "C", "N", "C", "C", "C", "C", "N", "C", "C", "C", "C", "C", "C", "C", "C", "H", "H", "H", "H", "H", "H", "H", "H", "H", "H", "H", "H", "H", "H", "H", "H", "H", "H", "H", "H", "H", "H", "H", "H", "N", "C", "N", "N", "N", "N", "C", "N", "N", "N", "N", "H"],
  "positions_angstrom": [[0.47, 0.11, 0.09], [-2.08, -0.67, 3.41], [-1.44, 0.40, 2.67], [-2.19, 1.62, 2.54], [-1.01, -0.08, 1.32], [0.03, 0.75, 3.64], [0.03, 1.90, 4.45], [1.16, 2.17, 5.23], [2.24, 1.34, 5.26], [2.22, 0.06, 4.60], [1.16, -0.14, 3.74], [1.41, -1.56, 2.61], [0.26, -2.37, 2.69], [2.62, -2.20, 3.08], [1.64, -0.88, 1.22], [-0.73, 2.62, 4.40], [1.03, 3.14, 5.71], [3.05, 1.54, 5.93], [3.01, -0.69, 4.61], [0.83, 3.21, -2.40], [-0.58, 3.31, -1.88], [-1.21, 4.57, -1.76], [-2.46, 4.78, -1.28], [-3.17, 3.61, -0.88], [-2.64, 2.34, -0.99], [-3.49, 1.17, -0.67], [-1.33, 2.20, -1.44], [-0.86, 0.86, -1.38], [-1.11, -0.05, -2.29], [-1.84, 0.21, -3.57], [-0.66, -1.51, -1.98], [-0.67, -2.50, -3.08], [-0.26, -1.67, -0.80], [-0.01, -2.98, -0.21], [1.25, -3.67, -0.22], [2.52, -3.04, -0.75], [1.22, -5.03, 0.06], [0.08, -5.68, 0.48], [-1.14, -4.99, 0.50], [-1.24, -3.64, 0.23], [-2.51, -2.89, 0.17], [0.98, 4.17, -2.93], [1.15, 2.41, -3.06], [1.50, 3.21, -1.55], [-0.62, 5.39, -2.15], [-2.92, 5.73, -1.30], [-4.16, 3.72, -0.44], [-3.13, 0.61, 0.17], [-3.47, 0.51, -1.55], [-4.59, 1.46, -0.48], [-2.27, 1.20, -3.52], [-2.57, -0.53, -3.82], [-1.10, 0.22, -4.35], [-1.60, -2.99, -3.39], [0.00, -3.26, -2.79], [-0.22, -2.17, -4.02], [2.38, -2.28, -1.57], [3.13, -3.83, -1.12], [3.03, -2.46, 0.03], [2.09, -5.62, 0.01], [0.14, -6.76, 0.72], [-1.97, -5.45, 0.97], [-2.77, -2.72, -0.89], [-2.39, -1.93, 0.61], [-3.37, -3.34, 0.63], [3.44, 1.38, -0.32], [2.59, 2.11, 0.50], [2.93, 3.19, 1.15], [1.82, 3.62, 1.71], [0.85, 2.79, 1.58], [1.32, 1.82, 0.73], [2.89, 0.82, -1.47], [3.41, 0.88, -2.71], [2.51, 0.31, -3.47], [1.50, -0.09, -2.82], [1.72, 0.22, -1.48], [4.19, 1.99, -0.62]]
}

[5]
{
  "formula": "C12H17N",
  "method": "wB97M-V/def2-TZVPD",
  "spin_multiplicity": 2,
  "homo_energy_ev": [-12.89, -13.53],
  "gap_ha": [0.3380, 0.2459],
  "e_lumo_ev": [-3.7, -6.8],
  "s2": 0.7732,
  "e_above_lowest_kcal_mol": 10.61,
  "charge": 1,
  "symbols": ["C", "C", "C", "C", "C", "C", "C", "C", "C", "C", "N", "H", "H", "H", "H", "H", "H", "H", "H", "H", "H", "H", "C", "C", "H", "H", "H", "H", "H", "H"],
  "positions_angstrom": [[-0.38, 0.08, -2.55], [-1.26, -0.64, -3.59], [-0.83, 0.00, -1.15], [-1.78, 0.85, -0.55], [-0.25, -0.77, -0.11], [-0.97, -0.46, 1.05], [0.72, -1.78, -0.10], [-0.69, -1.01, 2.27], [1.05, -2.30, 1.15], [0.38, -1.94, 2.31], [-1.84, 0.62, 0.75], [0.64, -0.28, -2.67], [-0.19, 1.13, -2.80], [-0.80, -1.57, -3.89], [-2.29, 1.69, -1.00], [-2.38, 1.06, 1.48], [1.10, -2.23, -1.01], [-1.15, -0.68, 3.19], [1.89, -2.97, 1.23], [0.63, -2.38, 3.27], [-1.43, -0.02, -4.47], [-2.28, -0.78, -3.24], [3.15, 2.50, 0.47], [1.79, 3.12, 0.79], [3.13, 1.43, 0.66], [3.34, 2.55, -0.60], [3.98, 3.03, 0.93], [1.08, 2.60, 0.12], [1.69, 4.14, 0.40], [1.58, 3.05, 1.85]]
}

[6]
{
  "formula": "C42H62BCl3N2O2PPdSb",
  "method": "wB97M-V/def2-TZVPD",
  "homo_energy_ev": -0.52,
  "gap_ha": 0.1776,
  "e_lumo_ev": 4.3,
  "e_above_lowest_kcal_mol": 0.00,
  "charge": -2,
  "symbols": ["Pd", "C", "C", "C", "C", "C", "C", "C", "C", "C", "C", "C", "C", "N", "B", "N", "C", "C", "C", "C", "C", "C", "C", "C", "C", "C", "C", "C", "C", "C", "H", "H", "H", "H", "H", "H", "H", "H", "H", "H", "H", "H", "H", "H", "H", "H", "H", "H", "H", "H", "H", "H", "H", "H", "H", "H", "H", "H", "H", "H", "H", "H", "H", "H", "H", "H", "Cl", "C", "Cl", "Cl", "C", "O", "O", "C", "P", "C", "C", "C", "C", "C", "C", "C", "H", "H", "H", "H", "H", "H", "H", "H", "H", "H", "H", "C", "C", "Sb", "C", "C", "C", "C", "H", "H", "H", "H", "H", "H", "H", "H", "H", "H", "H", "H", "H", "H", "H"],
  "positions_angstrom": [[0.40, 0.85, 0.01], [4.47, 2.91, 1.83], [3.00, 2.54, 2.00], [2.17, 3.72, 2.52], [2.85, 1.30, 2.86], [2.58, 1.38, 4.22], [2.40, 0.23, 4.98], [2.43, -1.01, 4.37], [2.68, -1.13, 3.00], [2.51, -2.47, 2.32], [1.01, -2.76, 2.19], [3.26, -3.61, 3.02], [2.94, 0.03, 2.26], [3.25, -0.09, 0.88], [2.29, 0.01, -0.24], [3.10, -0.67, -1.30], [4.33, -1.11, -0.80], [4.41, -0.76, 0.50], [2.64, -1.08, -2.57], [1.72, -2.15, -2.63], [1.25, -2.57, -3.87], [1.68, -1.97, -5.04], [2.61, -0.94, -4.97], [3.11, -0.48, -3.76], [4.16, 0.61, -3.83], [5.58, 0.05, -3.80], [4.01, 1.75, -2.83], [1.31, -2.90, -1.38], [-0.19, -3.16, -1.30], [2.11, -4.19, -1.27], [4.57, 3.78, 1.17], [5.03, 2.08, 1.39], [4.92, 3.17, 2.80], [2.60, 2.27, 1.02], [2.57, 4.11, 3.46], [1.13, 3.43, 2.68], [2.20, 4.53, 1.79], [2.47, 2.34, 4.69], [2.17, 0.31, 6.03], [2.20, -1.90, 4.95], [2.91, -2.40, 1.31], [0.54, -2.79, 3.18], [0.83, -3.72, 1.69], [0.54, -1.97, 1.61], [2.88, -3.78, 4.03], [4.33, -3.38, 3.09], [3.14, -4.54, 2.46], [5.04, -1.64, -1.40], [5.22, -0.96, 1.20], [0.54, -3.39, -3.92], [1.30, -2.30, -6.00], [2.95, -0.46, -5.89], [4.03, 1.05, -4.83], [5.83, -0.31, -2.80], [6.30, 0.83, -4.06], [5.70, -0.78, -4.51], [4.25, 1.44, -1.82], [2.99, 2.12, -2.84], [4.67, 2.58, -3.11], [1.55, -2.26, -0.53], [-0.57, -3.72, -2.16], [-0.72, -2.21, -1.24], [-0.42, -3.73, -0.40], [1.88, -4.87, -2.09], [1.88, -4.70, -0.33], [3.19, -3.99, -1.29], [-3.20, 0.80, 6.09], [-1.46, 0.52, 5.81], [-1.15, -1.23, 5.92], [-0.55, 1.34, 7.12], [-1.08, 1.14, 4.36], [-1.15, 2.37, 4.36], [-0.83, 0.29, 3.51], [-0.74, 4.59, -0.14], [0.19, 3.05, -0.59], [1.72, 3.97, -1.12], [-0.56, 2.66, -2.22], [0.09, 1.72, -3.03], [-0.48, 1.28, -4.22], [-1.72, 1.76, -4.61], [-2.38, 2.69, -3.82], [-1.80, 3.14, -2.64], [-1.78, 4.37, 0.09], [-0.69, 5.35, -0.93], [-0.29, 4.99, 0.77], [1.60, 4.47, -2.08], [2.56, 3.28, -1.16], [1.95, 4.73, -0.36], [1.03, 1.30, -2.69], [0.04, 0.54, -4.81], [-2.18, 1.41, -5.53], [-3.36, 3.06, -4.11], [-2.34, 3.85, -2.02], [-3.09, -0.86, -2.15], [-3.51, 0.03, -0.99], [-2.03, 0.14, 0.62], [-2.50, -1.78, 1.51], [-3.94, -1.98, 1.96], [-3.41, 1.27, 1.85], [-3.28, 2.77, 1.64], [-3.80, -0.82, -2.99], [-3.01, -1.91, -1.84], [-2.11, -0.56, -2.54], [-4.47, -0.29, -0.57], [-3.63, 1.06, -1.33], [-1.81, -1.84, 2.36], [-2.20, -2.54, 0.79], [-4.20, -1.27, 2.74], [-4.10, -2.98, 2.37], [-4.64, -1.84, 1.13], [-3.18, 1.02, 2.89], [-4.42, 0.91, 1.63], [-2.29, 3.11, 1.95], [-4.02, 3.33, 2.23], [-3.43, 3.04, 0.59]]
}

| no. | total energy (eV) |
| --- | --- |
| 1 | -1762518.2928 |
| 2 | -318800.7150 |
| 3 | -31106.4447 |
| 4 | -108277.8795 |
| 5 | -14202.3234 |
| 6 | -109189.6943 |